Entry 1:
Below is an isolated ion of composition C9H17N2O and charge +1, with properties calculated with ωB97M-V/def2-TZVPD.

Positions of all 29 atoms, in Å:
C (-0.42590, 0.93634, 0.67593)
C (0.68106, 1.85968, 0.68628)
C (1.60378, 1.67447, -0.50231)
C (2.68133, 0.65090, -0.38249)
C (2.21176, -0.76304, -0.10927)
C (1.05544, -0.91059, 0.87376)
C (-3.13100, -0.62677, -1.26880)
C (-2.69994, -0.84208, 0.20665)
C (-1.31627, -1.31301, 0.34920)
N (-1.85264, 1.63175, 0.93842)
N (-0.31038, -0.35426, 0.57233)
O (-2.28481, 2.45232, 0.18152)
H (0.41766, 2.91919, 0.77757)
H (1.35245, 1.56348, 1.51158)
H (1.05453, 1.48066, -1.47465)
H (2.18231, 2.61688, -0.74395)
H (3.28898, 0.76050, -1.32056)
H (3.22793, 0.95976, 0.53393)
H (2.06040, -1.09231, -1.16365)
H (2.98687, -1.45586, 0.28237)
H (0.82542, -2.06310, 0.89881)
H (1.34475, -0.55998, 1.80069)
H (-4.18699, -0.71895, -1.38202)
H (-2.96192, 0.39798, -1.77238)
H (-2.73811, -1.36143, -1.90914)
H (-3.37665, -1.61307, 0.52507)
H (-3.00149, -0.00798, 0.87909)
H (-1.23455, -2.05545, 1.18219)
H (-1.11124, -2.04205, -0.41767)

Calculated values
- net charge = +1
- multiplicity = 1
- SMILES string = CCC[N+]1=C(N=O)CCCCC1
- energy above the lowest of the compared OMol25 structures with the same formula, charge and spin (kJ/mol) = 428.24
- E_HOMO (spin up / spin down) (Ha) = -0.506 / -0.506

Entry 2:
Below is an isolated ion of composition C9H17N3O and charge +2, with properties calculated with ωB97M-V/def2-TZVPD.

Positions of all 30 atoms, in Å:
C (-1.53409, 1.99965, -0.00963)
C (-1.79115, 1.86203, 1.40579)
C (-0.36994, 1.47186, -0.51746)
C (-0.86522, 1.25598, 2.15323)
C (2.09975, 1.05213, 0.06422)
C (0.57570, 0.74512, 0.25584)
C (-0.63616, -3.00888, 0.08737)
C (-1.80567, -1.35817, -1.52572)
C (-0.86380, -1.57189, -0.18682)
N (2.53643, 1.72434, -0.93218)
N (2.83465, 0.71137, 1.00436)
N (0.46254, -0.82914, -0.35415)
O (0.27448, 0.60135, 1.64876)
H (-2.11263, 2.60672, -0.68003)
H (-2.59680, 2.35356, 1.93069)
H (-0.18628, 1.48516, -1.50708)
H (-0.90810, 1.17016, 3.22343)
H (0.27718, -3.17439, -0.46219)
H (-0.50960, -3.36531, 1.06439)
H (-1.35204, -3.58050, -0.40719)
H (-2.77745, -1.63575, -1.18706)
H (-1.44051, -2.04593, -2.42119)
H (-1.68407, -0.28613, -1.75111)
H (-1.28458, -1.13896, 0.61258)
H (1.89308, 2.05099, -1.78491)
H (3.58042, 1.78613, -1.16797)
H (2.56624, 0.11887, 1.74676)
H (3.77341, 1.09002, 0.94657)
H (0.74548, -0.68466, -1.39435)
H (1.09872, -1.40571, 0.14503)

Calculated values
- net charge = +2
- multiplicity = 1
- SMILES string = CC(C)[NH2+][C@@]1(C(N)=[NH2+])C=CC=CO1
- energy above the lowest of the compared OMol25 structures with the same formula, charge and spin (kJ/mol) = 63.55
- E_HOMO (Ha) = -0.601

Entry 3:
Below is an isolated ion of composition C9H17N3O2P and charge +1, with properties calculated with ωB97M-V/def2-TZVPD.

Positions of all 32 atoms, in Å:
C (0.94844, 0.76409, -0.12684)
C (-3.74147, 1.01035, 0.03180)
C (-3.66885, -0.10590, -0.66987)
C (2.53264, -1.56962, -0.10584)
C (3.26841, -0.38232, 0.41473)
C (0.99754, -1.61069, 0.35875)
C (2.43389, 0.87087, 0.43457)
C (-2.79547, -0.33016, -1.95427)
C (-1.34634, 0.13560, -1.73921)
N (0.35195, -0.43403, -0.01592)
N (-0.87939, -0.60621, -0.57488)
N (2.43415, 1.68205, 1.73912)
O (0.62328, 1.89760, -0.52389)
O (2.84974, 2.09407, -2.17257)
P (2.65269, 2.53743, -0.81463)
H (-4.51637, 1.11234, 0.85398)
H (-2.94459, 1.87612, -0.00334)
H (-4.34933, -0.86482, -0.38953)
H (2.49105, -1.60197, -1.12773)
H (2.87712, -2.63396, 0.17683)
H (3.57247, -0.53945, 1.47734)
H (4.24877, -0.35119, -0.13666)
H (0.42275, -2.47280, -0.08592)
H (0.96861, -1.77187, 1.38495)
H (-3.33317, 0.18116, -2.74118)
H (-2.88737, -1.34090, -2.28445)
H (-1.53920, 1.23335, -1.42214)
H (-0.67241, 0.13875, -2.64669)
H (-1.65231, -0.54430, 0.09012)
H (3.23603, 2.22428, 1.73537)
H (2.19569, 1.13071, 2.65477)
H (1.66876, 2.38838, 1.53303)

Calculated values
- net charge = +1
- multiplicity = 1
- SMILES string = C=CCCN[N+]1=C2OP([O-])[C@]2([NH3+])CCC1
- energy above the lowest of the compared OMol25 structures with the same formula, charge and spin (kJ/mol) = 0.00
- E_HOMO (Ha) = -0.446

The evaluated total energy for the records listed, in turn: -537.4747 -591.9450 -1008.8662 Ha.
The evaluated maximum force for the records listed, in turn: 4.9 5.8 5.0 eV/A.